# C6H7N

An isolated molecule of C6H7N at a distorted geometry (ωB97M-V/def2-TZVPD, the Open Molecules 2025 dataset).

Element x y z (Å)
C 1.642 -1.402 0.841
C 0.959 -0.409 0.924
C -0.218 0.398 0.565
C 0.069 1.853 0.181
C -0.891 -0.370 -0.638
C -0.353 -1.711 -0.876
N 0.088 -2.761 -1.078
H 1.933 -2.376 0.480
H -0.929 0.402 1.399
H 0.779 1.904 -0.650
H -0.855 2.356 -0.127
H 0.488 2.403 1.028
H -1.968 -0.480 -0.486
H -0.744 0.193 -1.565

The HOMO-LUMO gap is 10.80 eV. As for the SMILES: C#C[C@@H](C)CC#N. The calculation puts the energy relative to the best compared isomer or geometry (same formula, charge and spin) at 2.981 eV. For the electronic energy, the calculation gives -7822.667 eV. The value obtained for the HOMO energy is -10.0 eV. The value obtained for the lowest unoccupied orbital energy is 0.78 eV.

# CH6N3

The ion CH6N3 with charge +1 at a distorted geometry (ωB97M-V/def2-TZVPD, the Open Molecules 2025 dataset).

Element x y z (Å)
N 1.305 0.302 -0.214
C -0.003 -0.002 0.039
N -0.640 -1.031 -0.676
N -0.600 0.658 0.961
H 1.758 -0.095 -1.027
H 1.797 1.031 0.276
H -1.665 -1.161 -0.590
H -0.172 -1.503 -1.466
H -0.232 1.460 1.499
H -1.548 0.340 1.197

The HOMO-LUMO gap is 12.34 eV. Its charge is +1. As for the SMILES: NC(N)=[NH2+]. The calculation puts the energy relative to the best compared isomer or geometry (same formula, charge and spin) at 0.000 eV. For the electronic energy, the calculation gives -5598.945 eV. The value obtained for the HOMO energy is -15.8 eV. The value obtained for the lowest unoccupied orbital energy is -3.47 eV.

Among the records above, which one has the lowest energy relative to the best compared isomer or geometry (same formula, charge and spin)? CH6N3